Entry 1:
38
Properties=species:S:1:pos:R:3:nbo_charge:R:1 method="wB97M-V/def2-TZVPD" gap_ev=8.36 e_tot_ha=-1161.825641
H 2.093 0.026 1.454 0.448
H -2.306 -3.934 1.092 0.155
H 0.155 -1.086 2.686 0.166
O 2.509 2.450 0.052 -0.730
H 1.687 -1.739 2.247 0.184
F 1.252 0.686 -2.275 -0.580
H 0.432 -3.967 -2.056 0.241
H -1.286 2.963 -0.227 0.508
F 0.154 1.268 -4.177 -0.565
C -1.882 -3.446 0.509 -0.251
H -0.548 2.085 2.467 0.189
H -2.437 0.036 -0.406 0.473
C -1.203 2.499 1.716 -0.279
C -1.075 -4.232 -0.359 0.304
H 1.905 4.422 -0.021 0.223
O -0.807 2.457 0.377 -0.761
H -2.998 -1.681 0.767 0.212
H 0.530 -1.991 1.053 0.203
H -2.044 1.846 1.900 0.178
B 0.891 1.743 -3.056 1.336
H 3.035 2.792 -0.477 0.454
O -1.019 -5.643 -0.199 -0.668
O -1.597 -0.154 -0.909 -0.672
H 0.183 -1.631 -2.160 0.255
C 2.275 3.669 0.851 -0.301
C -0.397 -3.617 -1.465 -0.273
F 1.916 2.610 -3.387 -0.557
C -0.453 -2.279 -1.540 -0.200
F 0.009 2.488 -2.239 -0.599
C -1.492 -1.528 -0.760 0.263
O 1.360 0.024 1.170 -0.692
H -1.577 -5.792 0.668 0.471
Li 0.736 1.232 -0.398 0.894
H 2.974 3.736 1.628 0.195
C -2.117 -2.071 0.195 -0.299
H 1.329 3.406 1.375 0.181
C 0.940 -1.171 1.782 -0.288
H -1.125 3.522 2.120 0.186



Entry 2:
43
Properties=species:S:1:pos:R:3:nbo_charge:R:1 method="wB97M-V/def2-TZVPD" gap_ev=6.30 charge=+1 e_tot_ha=-874.856160
H 0.785 -0.140 3.644 0.194
C 1.591 2.540 2.683 -0.389
H 3.356 -2.679 0.872 0.263
H -1.718 1.482 3.051 0.230
H 0.666 1.105 -3.849 0.227
H 1.841 1.768 4.682 0.222
H 0.415 2.773 4.468 0.202
H 2.730 -0.983 -0.843 0.230
F 1.683 -4.429 1.888 -0.294
C 1.986 -1.695 -0.481 -0.072
C -0.609 -0.326 -2.823 -0.200
H -0.371 0.538 4.781 0.223
H -0.639 -4.320 0.679 0.261
H -2.068 -1.851 -2.262 0.211
H -1.150 -0.011 0.120 0.204
C -1.253 0.961 -4.815 -0.221
H -3.263 0.618 -5.566 0.242
C -0.888 0.845 2.695 -0.458
C 0.147 0.735 3.834 -0.389
C 0.658 -1.613 -0.993 -0.198
C 0.534 2.672 1.573 -0.455
C -2.777 -0.684 -3.906 -0.216
H -1.322 -0.144 2.494 0.212
C -1.838 -1.035 -2.938 -0.100
H 2.050 3.519 2.872 0.224
H 1.099 0.332 -1.719 0.232
C -0.255 -2.630 -0.603 -0.089
H -0.112 3.535 1.809 0.227
C -0.525 0.881 0.202 -0.492
C 1.377 -3.554 0.879 0.488
H -0.185 1.450 -0.663 0.206
H 2.396 1.884 2.325 0.193
H -1.250 -2.665 -1.030 0.217
C 0.317 -0.433 -1.729 0.197
C 2.349 -2.645 0.461 -0.285
C -0.318 1.426 1.418 0.137
H -1.015 1.713 -5.571 0.245
H 1.029 2.903 0.621 0.208
C 0.090 -3.580 0.350 -0.281
H -3.733 -1.214 -3.932 0.242
C -2.507 0.330 -4.834 -0.097
C 1.017 1.988 3.994 -0.405
C -0.320 0.633 -3.840 -0.095



Entry 3:
71
Properties=species:S:1:pos:R:3:lowdin_spin:R:1 method="wB97M-V/def2-TZVPD" multiplicity=5 gap_ev="6.11 / 6.38" charge=-2 e_tot_ha=-4648.632428 s_squared=6.035
Se -4.032 2.304 -1.749 0.004
C 2.435 -0.174 -2.356 0.011
H 4.046 -2.147 -0.524 0.000
H -3.802 -1.384 -4.539 0.000
H 5.290 -1.136 -1.256 0.001
C 1.194 0.623 2.736 0.085
H 4.741 1.909 -1.751 0.001
C 1.446 0.861 4.111 0.038
H 2.871 1.173 5.663 0.005
C -0.287 -1.670 -0.329 0.128
N -2.700 0.453 -4.425 0.001
H 1.275 -4.714 -0.165 -0.001
C -1.558 -2.147 -0.699 0.069
H 1.817 -1.072 -2.315 0.002
O -5.406 2.590 -0.959 0.002
H -1.078 2.632 -4.893 0.000
C 3.832 0.873 3.753 0.044
N -0.813 -0.337 -3.589 0.013
C -1.819 -3.499 -0.851 0.003
H -2.059 3.255 -1.158 0.002
H -3.865 -0.012 2.525 0.001
N 2.091 0.242 0.567 0.398
C 2.723 0.982 4.606 0.085
C 0.716 -2.635 -0.146 0.038
C -1.455 0.743 -3.979 0.005
C 0.483 -3.989 -0.312 -0.005
H 5.053 -1.119 0.497 0.000
H 0.123 2.125 -3.682 0.001
Si 3.262 0.197 -0.736 0.050
H -1.982 2.900 3.082 0.000
C 4.113 1.865 -0.857 0.009
H 1.707 -2.312 0.155 0.004
C -1.488 -0.860 4.415 0.006
H -2.483 -0.967 4.858 0.001
Ir -0.058 0.373 0.056 2.173
Si -1.534 0.478 3.083 0.043
O -2.966 3.607 -1.196 0.001
O -4.166 2.517 -3.354 0.001
C -0.934 2.136 -3.930 0.002
N -1.248 -6.961 -0.954 0.014
H 4.732 2.097 0.012 0.001
C 4.538 -1.173 -0.463 0.007
H -1.105 2.478 4.555 0.000
H -1.458 2.734 -3.188 0.000
H 3.206 -0.316 -3.122 0.001
N -0.032 0.520 2.195 0.299
H -2.836 2.124 4.418 0.001
H 0.606 0.969 4.784 0.000
C 0.308 2.251 -0.724 0.131
O -3.221 0.973 -1.310 0.031
H -2.350 -1.431 -0.894 0.012
N 0.468 3.333 -1.115 0.082
H -2.808 -3.841 -1.133 0.000
H -1.228 -1.814 3.948 0.000
H -1.448 -2.391 -3.551 0.000
H 4.836 0.984 4.146 0.001
C -1.889 2.150 3.871 0.006
C -0.796 -4.430 -0.660 0.027
H 1.771 0.629 -2.674 0.004
C -1.691 -1.376 -3.822 0.001
H -2.762 -0.965 1.526 0.002
H -3.439 1.146 -4.431 0.000
H -0.775 -0.677 5.219 0.000
C -2.867 -0.902 -4.315 0.002
H 4.494 0.565 1.757 0.002
C -2.933 0.028 1.951 0.018
C 3.639 0.635 2.415 0.072
C 2.340 0.487 1.857 0.051
C -1.050 -5.833 -0.823 0.006
H -3.073 0.710 1.110 0.007
H 3.342 2.636 -0.942 0.000



Please write out number 3 again, unchanged.
71
Properties=species:S:1:pos:R:3:lowdin_spin:R:1 method="wB97M-V/def2-TZVPD" multiplicity=5 gap_ev="6.11 / 6.38" charge=-2 e_tot_ha=-4648.632428 s_squared=6.035
Se -4.032 2.304 -1.749 0.004
C 2.435 -0.174 -2.356 0.011
H 4.046 -2.147 -0.524 0.000
H -3.802 -1.384 -4.539 0.000
H 5.290 -1.136 -1.256 0.001
C 1.194 0.623 2.736 0.085
H 4.741 1.909 -1.751 0.001
C 1.446 0.861 4.111 0.038
H 2.871 1.173 5.663 0.005
C -0.287 -1.670 -0.329 0.128
N -2.700 0.453 -4.425 0.001
H 1.275 -4.714 -0.165 -0.001
C -1.558 -2.147 -0.699 0.069
H 1.817 -1.072 -2.315 0.002
O -5.406 2.590 -0.959 0.002
H -1.078 2.632 -4.893 0.000
C 3.832 0.873 3.753 0.044
N -0.813 -0.337 -3.589 0.013
C -1.819 -3.499 -0.851 0.003
H -2.059 3.255 -1.158 0.002
H -3.865 -0.012 2.525 0.001
N 2.091 0.242 0.567 0.398
C 2.723 0.982 4.606 0.085
C 0.716 -2.635 -0.146 0.038
C -1.455 0.743 -3.979 0.005
C 0.483 -3.989 -0.312 -0.005
H 5.053 -1.119 0.497 0.000
H 0.123 2.125 -3.682 0.001
Si 3.262 0.197 -0.736 0.050
H -1.982 2.900 3.082 0.000
C 4.113 1.865 -0.857 0.009
H 1.707 -2.312 0.155 0.004
C -1.488 -0.860 4.415 0.006
H -2.483 -0.967 4.858 0.001
Ir -0.058 0.373 0.056 2.173
Si -1.534 0.478 3.083 0.043
O -2.966 3.607 -1.196 0.001
O -4.166 2.517 -3.354 0.001
C -0.934 2.136 -3.930 0.002
N -1.248 -6.961 -0.954 0.014
H 4.732 2.097 0.012 0.001
C 4.538 -1.173 -0.463 0.007
H -1.105 2.478 4.555 0.000
H -1.458 2.734 -3.188 0.000
H 3.206 -0.316 -3.122 0.001
N -0.032 0.520 2.195 0.299
H -2.836 2.124 4.418 0.001
H 0.606 0.969 4.784 0.000
C 0.308 2.251 -0.724 0.131
O -3.221 0.973 -1.310 0.031
H -2.350 -1.431 -0.894 0.012
N 0.468 3.333 -1.115 0.082
H -2.808 -3.841 -1.133 0.000
H -1.228 -1.814 3.948 0.000
H -1.448 -2.391 -3.551 0.000
H 4.836 0.984 4.146 0.001
C -1.889 2.150 3.871 0.006
C -0.796 -4.430 -0.660 0.027
H 1.771 0.629 -2.674 0.004
C -1.691 -1.376 -3.822 0.001
H -2.762 -0.965 1.526 0.002
H -3.439 1.146 -4.431 0.000
H -0.775 -0.677 5.219 0.000
C -2.867 -0.902 -4.315 0.002
H 4.494 0.565 1.757 0.002
C -2.933 0.028 1.951 0.018
C 3.639 0.635 2.415 0.072
C 2.340 0.487 1.857 0.051
C -1.050 -5.833 -0.823 0.006
H -3.073 0.710 1.110 0.007
H 3.342 2.636 -0.942 0.000